# 1
Here is a molecular structure, C45H31N8O3S3Ti from OMol25. Energies are from ωB97M-V with the def2-TZVPD basis set.

XYZ file:
```
91
Properties=species:S:1:pos:R:3:forces:R:3
Ti -0.077 0.206 -0.181 0.46 0.30 0.17
C -0.859 2.081 3.674 0.00 0.06 -0.20
C -0.619 1.969 2.331 -0.11 0.09 0.18
N 0.007 0.884 1.823 -0.11 -0.28 -0.74
C 0.412 -0.077 2.700 0.04 -0.12 0.00
C 0.099 0.059 4.060 -0.03 0.11 0.08
N -0.521 1.109 4.548 0.04 -0.16 0.15
C 1.162 -1.171 2.118 -0.06 0.32 0.14
C 1.892 -2.080 2.884 0.06 -0.19 0.09
C 2.767 -2.961 2.282 -0.08 0.09 0.01
C 2.938 -2.828 0.892 -0.03 -0.08 -0.11
C 2.191 -1.924 0.180 -0.06 0.01 0.02
N 1.236 -1.155 0.760 0.19 0.23 0.16
C 2.450 -1.691 -1.259 -0.01 -0.08 0.12
C 3.754 -1.741 -1.744 0.04 -0.04 -0.04
N 4.046 -1.515 -3.016 0.03 0.00 0.02
C 3.024 -1.235 -3.811 -0.01 0.00 0.01
C 1.727 -1.158 -3.325 -0.09 -0.08 -0.07
N 1.426 -1.374 -2.050 -0.02 0.13 0.03
C 3.534 -3.955 3.070 0.02 -0.03 0.02
C 4.697 -4.539 2.580 0.07 0.04 -0.04
C 5.376 -5.462 3.361 -0.02 -0.01 0.05
N 4.979 -5.838 4.572 0.00 0.01 -0.02
C 3.865 -5.283 5.040 0.03 -0.01 -0.03
C 3.118 -4.352 4.337 -0.08 -0.02 0.03
H -1.350 2.954 4.082 0.00 0.01 -0.03
H -0.929 2.721 1.616 0.00 0.01 0.02
H 0.352 -0.722 4.767 0.03 -0.01 -0.02
H 1.808 -2.047 3.960 0.00 0.01 -0.01
H 3.640 -3.451 0.357 -0.01 -0.02 0.03
H 4.585 -1.945 -1.080 -0.01 0.01 0.01
H 3.237 -1.054 -4.856 -0.01 0.00 -0.01
H 0.918 -0.934 -4.005 0.01 0.00 -0.01
H 5.107 -4.278 1.614 -0.02 0.02 0.00
H 6.288 -5.917 2.992 0.00 0.00 0.00
H 3.547 -5.603 6.025 0.00 0.00 0.00
H 2.208 -3.971 4.782 0.00 0.00 -0.02
S -2.757 3.105 -5.907 0.05 -0.04 0.04
C -1.982 2.803 -7.396 -0.03 0.00 0.02
C -1.203 1.689 -7.346 0.00 0.02 -0.01
C -1.234 1.069 -6.073 0.02 -0.09 0.01
C -2.039 1.718 -5.178 -0.03 0.10 -0.06
C -2.304 1.366 -3.784 -0.12 0.03 0.07
C -1.430 0.497 -3.103 0.07 0.03 -0.04
N -1.593 0.112 -1.856 0.00 0.29 0.12
C -2.662 0.593 -1.174 -0.13 -0.01 -0.02
C -3.554 1.512 -1.726 -0.07 -0.02 0.10
C -4.621 2.026 -0.910 -0.01 -0.01 0.01
C -4.785 1.618 0.366 0.02 0.00 -0.02
C -3.907 0.638 0.944 -0.02 -0.06 -0.07
C -4.061 0.120 2.237 0.08 -0.10 0.07
C -3.207 -0.864 2.706 -0.18 0.13 0.00
C -2.175 -1.283 1.851 0.09 -0.15 -0.04
N -1.985 -0.794 0.643 0.25 0.27 -0.11
C -2.850 0.136 0.176 -0.20 -0.04 0.00
C -3.307 -1.432 4.052 0.02 0.11 0.10
C -2.905 -2.669 4.475 0.00 -0.07 -0.07
C -3.135 -2.881 5.858 -0.01 -0.02 0.00
C -3.699 -1.799 6.460 0.02 0.05 -0.01
S -3.942 -0.514 5.364 -0.02 -0.07 -0.06
C -3.358 1.886 -3.061 0.05 -0.02 -0.09
H -2.143 3.465 -8.231 0.00 0.00 0.00
H -0.631 1.323 -8.185 0.00 0.00 0.00
H -0.696 0.161 -5.844 -0.01 0.00 0.00
H -0.536 0.156 -3.597 0.00 0.03 0.01
H -5.294 2.753 -1.346 0.00 0.00 0.01
H -5.592 2.009 0.972 0.00 0.00 -0.01
H -4.871 0.479 2.862 0.00 0.01 -0.01
H -1.460 -2.024 2.188 0.00 0.02 0.01
H -2.496 -3.419 3.812 0.00 -0.01 0.01
H -2.905 -3.799 6.377 0.00 0.00 0.00
H -3.981 -1.686 7.494 0.01 0.00 0.00
H -4.047 2.586 -3.521 0.00 0.00 0.01
C 4.191 7.302 0.048 -0.01 -0.01 -0.02
C 3.361 6.104 -0.317 0.05 0.03 -0.05
C 2.557 5.470 0.627 -0.01 0.00 0.06
C 1.797 4.364 0.289 -0.01 -0.06 -0.02
C 1.841 3.890 -1.012 0.02 0.00 -0.09
C 2.632 4.503 -1.976 -0.02 0.02 0.03
C 3.388 5.606 -1.620 -0.04 -0.04 0.04
S 0.918 2.476 -1.469 0.03 -0.26 0.14
O 0.828 2.421 -2.901 -0.03 0.11 0.02
O -0.379 2.496 -0.742 -0.02 -0.37 0.06
O 1.611 1.272 -0.887 -0.08 -0.14 -0.14
H 4.000 7.629 1.068 -0.01 -0.01 0.00
H 3.980 8.134 -0.625 0.01 0.01 0.01
H 5.254 7.073 -0.042 0.00 0.00 0.00
H 2.525 5.851 1.640 0.00 0.00 0.00
H 1.171 3.875 1.024 0.01 0.02 0.02
H 2.637 4.119 -2.986 0.01 0.01 0.00
H 4.004 6.094 -2.365 0.00 0.00 0.00
```
Positions in Å, forces in eV/Å.

Results
**Expectation value of S²**: 2.0179
**ΔE to the lowest compared entry with this formula, charge and spin**: 116.7 kJ/mol
**2S+1**: 3
**Frontier orbital gap (spin up / spin down)**: 5.123 / 7.133 eV
**Net charge**: +1

Okay, here come the Löwdin numbers, in e, for every atom: 1.11, -0.11, -0.10, 0.00, -0.21, -0.07, 0.10, -0.20, 0.06, -0.12, 0.05, -0.18, 0.05, -0.21, -0.05, 0.11, -0.09, -0.09, 0.12, -0.16, -0.01, -0.12, 0.07, -0.13, -0.01, 0.11, 0.11, 0.12, 0.11, 0.12, 0.12, 0.12, 0.09, 0.11, 0.11, 0.11, 0.11, 1.07, -0.40, -0.17, -0.11, -0.48, -0.17, -0.05, 0.05, -0.18, -0.12, 0.01, 0.00, -0.12, 0.06, -0.18, -0.05, 0.06, -0.17, -0.50, -0.12, -0.17, -0.39, 1.06, 0.06, 0.07, 0.11, 0.11, 0.08, 0.13, 0.12, 0.12, 0.13, 0.12, 0.11, 0.07, 0.12, -0.04, -0.26, -0.02, -0.04, -0.28, -0.04, -0.02, 0.55, -0.27, -0.36, -0.39, 0.08, 0.09, 0.09, 0.12, 0.10, 0.12, 0.12



# 2
Here is a molecular structure, C21H28N6O7Ru from OMol25. Energies are from ωB97M-V with the def2-TZVPD basis set.

XYZ file:
```
63
Properties=species:S:1:pos:R:3:forces:R:3
Ru -0.183 -0.308 0.130 -0.19 -0.21 -0.25
C 6.647 -0.282 0.903 0.01 0.01 -0.01
O 6.050 -0.035 2.169 0.00 -0.02 0.01
C 4.712 -0.037 2.250 -0.01 0.01 0.01
C 4.188 0.185 3.543 -0.01 0.00 -0.03
C 2.840 0.202 3.710 0.01 0.02 0.00
C 1.921 -0.003 2.642 0.00 0.03 -0.04
C 0.525 -0.080 2.958 0.11 -0.28 0.13
C 0.021 0.209 4.347 0.01 -0.07 0.01
O -0.370 -0.445 2.156 -0.10 0.56 -0.31
C 2.469 -0.215 1.339 0.00 -0.07 0.00
O 1.782 -0.386 0.235 -0.11 0.16 -0.02
C 3.868 -0.232 1.180 0.01 0.01 -0.01
H 7.719 -0.269 1.072 0.00 0.00 0.00
H 6.381 0.498 0.187 0.00 0.00 0.00
H 6.349 -1.257 0.515 0.00 0.00 0.00
H 4.871 0.327 4.368 -0.01 0.01 0.00
H 2.456 0.353 4.707 0.00 0.00 0.00
H 0.519 1.064 4.797 -0.02 0.02 0.00
H 0.179 -0.658 4.992 0.03 0.01 0.00
H -1.047 0.399 4.285 0.00 -0.02 0.00
H 4.238 -0.392 0.178 0.00 0.00 0.00
N -0.005 -0.111 -1.953 0.03 -0.07 0.04
C 0.445 1.251 -2.318 0.12 0.13 0.17
C -0.251 1.851 -3.542 -0.04 -0.08 -0.13
C -1.775 1.684 -3.638 -0.04 -0.07 0.02
C -2.609 2.013 -2.388 -0.07 0.08 -0.03
N -2.171 3.197 -1.650 -0.25 -0.23 0.04
C -1.998 4.406 -2.154 0.34 0.57 0.17
N -1.119 5.214 -1.565 -0.83 0.61 -0.29
N -2.694 4.799 -3.228 -0.10 -0.05 -0.12
C 0.293 2.212 -1.125 0.16 -0.38 0.03
O 0.532 3.402 -1.290 0.96 -0.78 0.17
O -0.189 1.719 -0.036 0.10 0.12 0.22
H 0.644 -0.815 -2.289 0.03 0.04 -0.01
H -0.910 -0.329 -2.358 -0.01 0.01 -0.09
H 1.519 1.194 -2.497 0.00 0.07 -0.09
H 0.181 1.441 -4.458 0.01 -0.05 0.04
H 0.006 2.910 -3.534 0.00 0.01 -0.05
H -2.053 0.663 -3.923 0.09 -0.02 0.02
H -2.101 2.291 -4.485 -0.02 0.05 0.05
H -2.574 1.212 -1.652 0.03 -0.07 -0.03
H -3.662 2.096 -2.668 0.01 0.06 0.02
H -1.653 3.011 -0.801 -0.29 0.02 0.09
H -0.349 4.768 -1.070 0.06 -0.08 0.06
H -0.998 6.160 -1.882 -0.13 0.03 -0.04
H -3.515 4.291 -3.506 -0.01 0.02 0.01
H -2.567 5.719 -3.612 0.03 -0.01 0.01
O -2.247 -0.360 0.022 0.05 -0.16 -0.01
N -2.728 -1.519 0.310 0.20 -0.10 0.03
N -1.872 -2.450 0.299 -0.13 0.15 -0.04
O -0.610 -2.241 -0.098 -0.02 0.02 0.25
C -2.253 -3.803 0.604 -0.01 0.01 -0.01
C -3.593 -4.128 0.765 -0.01 0.02 0.00
C -3.922 -5.438 1.065 0.01 -0.01 0.00
C -2.930 -6.402 1.198 0.00 0.01 0.00
C -1.599 -6.053 1.033 -0.01 -0.01 0.00
C -1.248 -4.745 0.733 0.02 0.00 0.00
H -4.356 -3.371 0.662 0.00 -0.01 0.00
H -4.962 -5.707 1.194 0.00 0.00 0.00
H -3.197 -7.423 1.432 0.00 0.00 0.00
H -0.824 -6.799 1.138 0.00 0.00 0.00
H -0.217 -4.453 0.604 0.00 -0.01 0.00
```
Positions in Å, forces in eV/Å.

Results
**Expectation value of S²**: 0.7539
**ΔE to the lowest compared entry with this formula, charge and spin**: 36.1 kJ/mol
**2S+1**: 2
**Frontier orbital gap (spin up / spin down)**: 8.193 / 7.532 eV
**Net charge**: +1

Okay, here come the Löwdin numbers, in e, for every atom: 1.41, -0.06, -0.05, -0.27, 0.01, -0.02, -0.09, -0.33, 0.00, -0.10, -0.29, -0.19, 0.05, 0.10, 0.10, 0.10, 0.12, 0.11, 0.09, 0.11, 0.09, 0.11, 0.01, -0.23, -0.12, -0.16, -0.14, 0.10, -0.44, 0.21, 0.22, -0.58, 0.02, -0.12, 0.12, 0.09, 0.16, 0.13, 0.12, 0.11, 0.11, 0.10, 0.13, 0.13, 0.08, 0.13, 0.12, 0.13, -0.24, 0.04, -0.18, -0.21, -0.17, -0.02, -0.07, -0.07, -0.06, -0.01, 0.11, 0.11, 0.11, 0.11, 0.11



# 3
Here is a molecular structure, C36H39ClCsN7O3S2Te from OMol25. Energies are from ωB97M-V with the def2-TZVPD basis set.

XYZ file:
```
90
Properties=species:S:1:pos:R:3:forces:R:3
Cs 0.791 1.523 0.079 0.29 -0.47 1.62
S 4.439 2.525 3.354 -0.18 0.16 -0.03
C 3.178 3.698 3.196 -0.11 0.00 -0.03
C 3.468 5.088 3.072 0.03 -0.09 0.03
C 2.462 6.008 2.912 0.04 -0.02 0.01
C 1.132 5.581 2.879 0.04 -0.01 0.00
C 0.918 4.224 3.020 0.13 -0.16 0.06
N 1.879 3.308 3.174 -0.06 0.05 -0.14
H 4.507 5.388 3.099 0.01 0.02 -0.01
H 2.700 7.062 2.807 0.02 0.02 -0.01
H 0.307 6.267 2.740 0.00 -0.01 0.01
H -0.100 3.835 3.015 0.03 -0.03 -0.02
Cl 2.716 -0.798 5.812 -0.06 0.00 -0.03
C 1.304 -0.726 4.789 0.03 0.02 -0.03
C 0.179 -1.459 5.117 0.01 -0.05 0.08
C -0.913 -1.388 4.270 -0.04 -0.01 0.01
C -0.836 -0.599 3.129 0.20 0.02 -0.08
N 0.259 0.110 2.828 -0.01 -0.11 0.33
C 1.315 0.063 3.648 -0.10 0.00 -0.13
H 0.170 -2.067 6.013 -0.01 0.00 -0.01
H -1.820 -1.941 4.481 0.02 0.00 -0.01
H -1.671 -0.558 2.420 0.04 0.07 0.04
H 2.183 0.672 3.402 -0.06 -0.02 0.01
C 4.096 -1.899 -1.372 -0.03 -0.11 0.03
N 3.796 -2.950 -0.413 -0.09 0.02 -0.03
C 4.266 -4.278 -0.747 0.04 0.11 0.06
C 4.266 -5.152 0.487 0.02 0.03 0.06
C 2.866 -5.165 1.065 -0.04 0.08 0.01
N 2.397 -3.814 1.279 -0.03 0.03 -0.07
C 1.235 -3.657 2.136 0.08 -0.07 -0.03
C 2.776 -2.739 0.494 0.00 -0.03 0.14
O 2.259 -1.647 0.646 -0.03 0.24 -0.17
H 5.172 -1.709 -1.392 0.00 -0.01 0.00
H 3.581 -0.992 -1.077 -0.01 0.03 0.04
H 3.763 -2.181 -2.376 -0.02 -0.01 -0.01
H 5.274 -4.183 -1.159 0.03 0.01 0.01
H 3.642 -4.728 -1.526 -0.04 -0.03 -0.11
H 4.957 -4.734 1.224 0.00 -0.05 -0.01
H 4.586 -6.167 0.243 0.00 0.01 -0.01
H 2.850 -5.685 2.026 0.00 -0.01 0.02
H 2.187 -5.714 0.393 0.00 -0.01 0.01
H 1.482 -3.930 3.166 0.01 0.00 -0.02
H 0.411 -4.294 1.793 0.00 0.01 -0.01
H 0.909 -2.623 2.113 0.02 0.02 0.00
Te -2.705 0.664 -0.648 -0.50 0.05 -0.01
C -4.427 1.491 0.269 -0.11 -0.06 -0.01
C -4.347 2.443 1.280 -0.02 -0.02 0.04
C -5.498 2.992 1.835 -0.02 -0.04 -0.03
C -6.750 2.590 1.390 0.07 -0.04 -0.05
C -6.841 1.624 0.394 0.07 0.02 0.04
C -5.690 1.078 -0.159 0.05 0.13 0.10
C -2.871 2.411 -2.018 -0.02 0.09 0.05
C -2.703 3.716 -1.543 -0.04 -0.02 -0.17
C -2.827 4.818 -2.380 0.00 -0.10 -0.01
C -3.110 4.640 -3.729 0.01 -0.06 0.05
C -3.274 3.355 -4.225 0.03 0.03 0.07
C -3.161 2.259 -3.373 0.02 0.01 -0.02
H -3.376 2.749 1.653 -0.01 0.00 -0.03
H -5.413 3.733 2.622 0.00 0.01 0.00
H -7.646 3.023 1.818 -0.02 -0.01 0.01
H -7.814 1.292 0.049 -0.02 0.00 -0.02
H -5.765 0.320 -0.929 0.00 0.01 -0.01
H -2.464 3.876 -0.496 0.00 0.00 0.00
H -2.675 5.816 -1.985 0.01 0.00 0.00
H -3.177 5.495 -4.392 0.00 -0.01 0.01
H -3.484 3.204 -5.278 0.00 -0.01 -0.02
H -3.305 1.260 -3.776 -0.01 0.00 0.01
O 0.641 4.213 -3.964 0.05 0.02 -0.35
S 0.671 3.525 -2.662 0.01 0.28 0.13
N 1.194 2.171 -2.471 0.31 0.34 -1.43
C -3.015 -2.131 0.814 0.06 0.11 -0.06
O -3.087 -0.779 1.091 -0.08 -0.32 0.02
H -3.893 -2.690 1.189 -0.05 0.03 0.03
H -2.128 -2.620 1.269 0.02 0.02 0.03
H -2.948 -2.353 -0.268 0.01 0.03 -0.02
N 0.518 -0.263 -4.300 -0.10 -0.06 -0.10
C -0.263 -0.133 -3.188 0.05 -0.05 0.02
N -0.262 -1.185 -2.422 0.05 -0.19 -0.11
C 0.583 -2.081 -3.064 -0.03 0.03 0.18
C 0.938 -3.380 -2.710 0.01 -0.07 0.00
C 1.785 -4.079 -3.555 0.00 0.07 -0.01
C 2.301 -3.493 -4.723 -0.07 0.02 0.05
C 1.966 -2.197 -5.084 -0.01 -0.01 0.04
C 1.095 -1.512 -4.243 -0.02 0.18 -0.05
H 0.766 0.510 -4.894 0.09 0.05 0.09
H -0.813 0.780 -3.005 0.06 -0.11 -0.03
H 0.546 -3.818 -1.798 0.01 0.02 -0.06
H 2.060 -5.099 -3.316 0.01 -0.01 0.01
H 2.966 -4.066 -5.357 0.00 0.01 0.02
H 2.364 -1.743 -5.983 -0.01 -0.01 0.01
```
Positions in Å, forces in eV/Å.

Results
**ΔE to the lowest compared entry with this formula, charge and spin**: 90.2 kJ/mol
**Frontier orbital gap**: 5.364 eV
**Net charge**: -2

Okay, here come the Löwdin numbers, in e, for every atom: 0.76, 0.35, -0.87, -0.15, -0.13, -0.12, -0.21, 0.00, 0.07, 0.09, 0.08, 0.09, 0.63, -0.65, -0.13, -0.07, -0.13, 0.01, -0.17, 0.10, 0.10, 0.07, 0.05, -0.02, -0.08, -0.18, -0.16, -0.18, -0.08, -0.03, -0.48, 0.02, 0.09, 0.09, 0.08, 0.12, 0.10, 0.12, 0.11, 0.12, 0.12, 0.09, 0.09, 0.07, 1.37, -0.47, -0.13, -0.10, -0.12, -0.11, -0.13, -0.48, -0.17, -0.11, -0.12, -0.11, -0.17, 0.09, 0.09, 0.08, 0.09, 0.09, 0.09, 0.10, 0.09, 0.09, 0.08, -0.62, 0.50, -0.71, -0.35, -0.64, 0.05, 0.05, 0.04, 0.13, -0.24, 0.13, -0.23, -0.02, -0.13, -0.13, -0.03, -0.20, 0.15, 0.06, 0.11, 0.08, 0.09, 0.10



# 4
Here is a molecular structure, C16H22MgN9OP from OMol25. Energies are from ωB97M-V with the def2-TZVPD basis set.

XYZ file:
```
50
Properties=species:S:1:pos:R:3:forces:R:3
Mg 0.824 -0.342 0.396 -0.01 0.00 -0.30
C -2.888 1.316 3.963 -0.07 0.06 0.24
N -2.351 1.000 2.646 0.20 -0.09 -0.01
C -2.986 1.182 1.453 0.00 0.01 -0.18
C -2.114 0.773 0.481 -0.07 -0.02 0.05
N -0.962 0.344 1.072 -0.63 0.22 0.33
C -1.125 0.489 2.381 -0.21 0.12 0.04
P 0.158 0.114 3.622 0.02 -0.02 -0.23
C 0.565 -1.554 2.991 -0.05 -0.23 0.08
N 0.811 -1.864 1.720 0.09 -0.42 0.64
C 1.000 -3.215 1.674 -0.04 -0.07 0.05
C 0.858 -3.730 2.931 0.04 -0.04 -0.13
N 0.586 -2.674 3.753 0.08 0.18 -0.11
C 0.317 -2.763 5.183 -0.17 -0.06 0.20
C 1.499 1.049 2.792 0.09 0.35 0.16
N 1.796 1.064 1.492 0.33 0.19 0.57
C 2.782 1.992 1.327 0.02 0.12 0.03
C 3.077 2.557 2.535 0.04 -0.02 -0.10
N 2.263 1.957 3.450 -0.04 -0.24 -0.11
C 2.240 2.241 4.880 -0.08 0.14 0.18
H -3.912 1.660 3.859 0.00 0.00 -0.08
H -2.303 2.104 4.434 -0.01 0.00 -0.03
H -2.884 0.436 4.602 0.01 -0.02 -0.05
H -3.983 1.584 1.391 0.01 -0.02 0.02
H -2.233 0.749 -0.589 -0.08 0.04 0.02
H 1.205 -3.729 0.750 0.03 -0.03 0.04
H 0.931 -4.740 3.295 -0.02 0.03 0.03
H 0.832 -3.624 5.598 0.06 0.00 -0.06
H -0.752 -2.876 5.362 0.02 0.00 -0.03
H 0.667 -1.867 5.687 0.04 0.01 -0.02
H 3.201 2.218 0.361 0.03 -0.02 0.02
H 3.787 3.318 2.810 -0.02 -0.01 0.01
H 3.150 2.766 5.153 0.03 -0.03 -0.05
H 2.183 1.315 5.446 0.05 -0.02 -0.01
H 1.388 2.869 5.138 0.00 -0.01 -0.06
C 4.236 -1.739 -4.007 0.13 -0.07 0.02
N 3.247 -1.406 -2.994 0.01 0.04 0.01
C 1.908 -0.927 -3.283 -0.22 0.08 -0.02
C 1.378 -0.728 -1.881 0.34 -0.17 -0.89
O 0.267 -0.313 -1.534 -0.02 0.03 -0.24
N 2.322 -1.058 -0.977 0.08 0.01 0.06
C 3.410 -1.459 -1.673 -0.01 -0.04 -0.25
N 4.522 -1.872 -1.086 -0.03 0.06 -0.01
H 3.852 -1.445 -4.980 -0.02 0.00 0.01
H 4.438 -2.811 -4.028 -0.02 0.01 0.01
H 5.164 -1.191 -3.837 -0.02 0.00 0.01
H 1.315 -1.650 -3.847 -0.01 -0.03 0.07
H 1.909 0.014 -3.838 0.04 0.00 0.04
H 4.579 -1.857 -0.082 0.04 -0.03 -0.01
H 5.319 -2.174 -1.620 0.02 -0.01 0.04
```
Positions in Å, forces in eV/Å.

Results
**Frontier orbital gap**: 9.410 eV
**Net charge**: +2

Okay, here come the Löwdin numbers, in e, for every atom: 0.61, 0.00, -0.11, -0.01, -0.07, 0.00, -0.44, 1.21, -0.43, 0.00, -0.08, -0.02, -0.11, 0.00, -0.43, 0.00, -0.08, -0.02, -0.11, -0.01, 0.10, 0.10, 0.09, 0.14, 0.12, 0.12, 0.14, 0.10, 0.11, 0.08, 0.12, 0.14, 0.10, 0.08, 0.10, 0.01, -0.07, 0.01, -0.44, 0.03, 0.13, -0.37, 0.25, 0.11, 0.11, 0.10, 0.16, 0.16, 0.13, 0.13



Number 1: E_tot -120851.31291 eV, F_max 0.8 eV/A. Number 2: E_tot -48080.77534 eV, F_max 1.2 eV/A. Number 3: E_tot -96573.40659 eV, F_max 1.7 eV/A. Number 4: E_tot -47133.57196 eV, F_max 1.0 eV/A.